{
  "formula": "C2H5IN2",
  "method": "wB97M-V/def2-TZVPD",
  "species": ["H", "N", "N", "C", "C", "I", "H", "H", "H", "H"],
  "coordinates": [[-2.1842, -2.3131, 0.1201], [-1.9648, -1.2818, 0.1064], [-0.9887, -1.2001, -0.6066], [-0.5141, 0.3195, -0.6411], [0.9205, 0.3637, -0.0609], [-0.4069, 0.4993, -2.8434], [-1.2620, 1.1071, -0.3667], [1.6393, -0.3293, -0.4157], [1.0581, 1.4016, -0.3134], [0.7989, 0.1806, 0.9527]],
  "forces_ev_per_a": [[-0.206, 0.793, 0.181], [-1.125, -1.651, 0.543], [1.175, 3.100, 0.146], [0.298, -3.009, -2.011], [-2.777, 1.487, -1.438], [0.022, 0.286, 0.481], [0.740, -1.097, 0.342], [0.355, -0.458, -1.011], [1.515, 0.433, 0.523], [0.002, 0.117, 2.243]],
  "fmax_ev_per_a": 3.6,
  "multiplicity": 1,
  "e_tot_ev": -13233.710,
  "homo_energy_ev": -9.424,
  "molar_mass_g_mol": 183.98,
  "smiles": "[H]/N=N/[C@@H](C)I",
  "gap_ev": 9.7726
}

=====

{
  "formula": "C5H14",
  "method": "wB97M-V/def2-TZVPD",
  "species": ["C", "C", "H", "H", "H", "H", "H", "H", "C", "C", "C", "H", "H", "H", "H", "H", "H", "H", "H"],
  "coordinates": [[-1.9528, -1.0940, -0.7334], [-2.7932, 0.0927, -1.2783], [-0.9369, -0.9105, -0.8348], [-2.0918, -1.1656, 0.3581], [-2.1067, -2.0552, -1.2497], [-3.7388, -0.2147, -0.9726], [-2.6222, 0.3522, -2.3247], [-2.5792, 0.9986, -0.7432], [0.9771, 0.1806, 0.7262], [1.5914, 1.2844, -0.0756], [2.2510, -0.4695, 1.4369], [0.4773, 0.5091, 1.6620], [0.3350, -0.5094, 0.0732], [0.7477, 1.9607, -0.4328], [2.1733, 0.9865, -0.9435], [3.0450, -0.5496, 0.5742], [2.5159, 0.2836, 2.1828], [2.2848, 1.8587, 0.4676], [2.0551, -1.5094, 1.7283]],
  "forces_ev_per_a": [[-0.946, 0.210, -0.086], [1.851, -0.780, 0.261], [1.779, 0.297, -0.540], [-0.286, -0.267, -0.364], [-0.448, 0.371, 0.310], [-2.365, 0.033, -0.367], [-0.392, -0.501, -0.058], [0.327, 0.446, 0.527], [1.394, -1.722, 0.969], [-2.644, 1.286, -1.497], [-0.116, -0.614, -3.401], [-0.770, 0.243, -1.158], [1.326, 1.101, 1.570], [1.114, -0.398, 0.143], [-0.249, -0.542, -0.241], [-0.960, 0.230, 1.894], [0.470, -0.689, 0.212], [0.754, 0.910, 1.112], [0.160, 0.387, 0.713]],
  "fmax_ev_per_a": 3.5,
  "multiplicity": 2,
  "e_tot_ev": -5409.263,
  "homo_energy_ev": [1.539, -7.104],
  "charge": -1,
  "molar_mass_g_mol": 74.17,
  "gap_ev": [2.6806, 11.5187]
}

=====

{
  "formula": "C25H37N5O5S",
  "method": "wB97M-V/def2-TZVPD",
  "species": ["C", "C", "O", "C", "O", "N", "C", "C", "C", "N", "C", "O", "C", "N", "C", "C", "C", "C", "C", "C", "C", "C", "C", "S", "O", "O", "C", "C", "C", "N", "N", "C", "C", "C", "C", "C", "H", "H", "H", "H", "H", "H", "H", "H", "H", "H", "H", "H", "H", "H", "H", "H", "H", "H", "H", "H", "H", "H", "H", "H", "H", "H", "H", "H", "H", "H", "H", "H", "H", "H", "H", "H", "H"],
  "coordinates": [[-5.2487, -0.7313, -1.7279], [-5.1097, -1.8584, -2.7418], [-3.7460, -2.2147, -2.9555], [-3.1865, -2.9911, -1.9980], [-3.7837, -3.3832, -1.0214], [-1.9076, -3.3273, -2.2912], [-1.0945, -3.9407, -1.2615], [-0.2413, -2.8801, -0.5692], [0.6055, -2.1143, -1.5957], [1.2952, -1.0061, -0.9578], [2.1372, -1.1558, 0.0750], [2.5783, -2.2162, 0.4670], [2.4909, 0.1791, 0.7514], [1.3075, 0.9636, 1.0482], [0.1822, 0.2693, 1.5494], [-1.0516, 0.3460, 0.9161], [-2.1370, -0.3546, 1.4126], [-2.0196, -1.1583, 2.5389], [-3.1628, -1.9913, 3.0631], [-4.5181, -1.2969, 2.9405], [-3.1834, -3.3380, 2.3312], [-0.7778, -1.2278, 3.1612], [0.3107, -0.5255, 2.6833], [1.0649, 2.2700, 0.0285], [-0.0213, 3.0525, 0.5270], [0.9783, 1.8104, -1.3441], [2.5651, 3.1522, 0.2518], [2.9807, 3.7219, 1.4761], [2.2658, 3.6431, 2.7710], [4.1291, 4.3455, 1.3061], [4.4635, 4.2009, 0.0197], [5.6724, 4.7841, -0.4832], [3.5484, 3.4862, -0.6670], [3.6703, 3.1768, -2.1104], [-0.2804, -1.5589, -2.7093], [-1.1339, -2.6724, -3.3209], [-4.9117, -1.0765, -0.7540], [-6.2904, -0.4321, -1.6543], [-4.6514, 0.1260, -2.0299], [-5.4734, -1.5519, -3.7249], [-5.6603, -2.7407, -2.3993], [-1.7612, -4.4228, -0.5460], [-0.4600, -4.6976, -1.7321], [0.4157, -3.3445, 0.1652], [-0.8940, -2.1766, -0.0491], [1.3564, -2.7994, -2.0132], [1.0193, -0.0670, -1.2297], [3.0537, -0.0332, 1.6655], [3.1197, 0.7734, 0.0842], [-1.1592, 0.9562, 0.0333], [-3.0808, -0.2819, 0.8954], [-2.9718, -2.1828, 4.1258], [-4.8422, -1.2574, 1.9040], [-5.2680, -1.8499, 3.5017], [-4.4689, -0.2834, 3.3330], [-3.4016, -3.2011, 1.2748], [-3.9489, -3.9831, 2.7564], [-2.2199, -3.8348, 2.4244], [-0.6586, -1.8464, 4.0393], [1.2637, -0.6017, 3.1825], [1.2051, 3.8211, 2.6079], [2.6723, 4.3757, 3.4621], [2.3763, 2.6480, 3.2002], [6.3326, 4.0148, -0.8877], [5.4527, 5.5117, -1.2665], [6.1629, 5.2836, 0.3489], [2.7895, 2.6257, -2.4282], [3.7478, 4.0940, -2.6935], [4.5606, 2.5774, -2.3028], [0.3325, -1.0912, -3.4809], [-0.9399, -0.7975, -2.2874], [-1.8091, -2.2709, -4.0750], [-0.4883, -3.4257, -3.7849]],
  "forces_ev_per_a": [[0.176, -0.292, -0.213], [-0.449, 0.095, 0.264], [0.349, -0.006, -0.008], [0.013, -0.142, -0.313], [-0.332, 0.013, 0.319], [-0.018, -0.050, -0.179], [-0.023, 0.025, 0.451], [0.095, -0.234, -0.228], [-0.057, -0.126, 0.255], [-0.184, 0.017, -0.441], [0.100, 0.449, -0.037], [0.193, -0.259, 0.159], [0.406, -0.459, 0.008], [0.059, 1.045, -0.454], [-0.753, -0.087, 0.294], [-0.022, -0.075, 0.072], [0.054, 0.032, 0.057], [0.043, 0.011, 0.166], [-0.103, -0.109, -0.098], [0.218, -0.063, 0.158], [-0.001, 0.120, 0.211], [-0.083, -0.025, -0.097], [0.165, 0.177, -0.199], [0.611, 0.319, 0.133], [-0.034, -0.073, 0.205], [0.161, 0.160, 0.097], [-0.256, -0.210, -0.201], [0.092, 0.002, -0.179], [0.098, 0.094, 0.125], [-0.094, 0.220, 0.922], [-0.796, -0.579, -0.396], [0.373, 0.174, -0.204], [-0.061, -0.086, -0.061], [0.036, -0.001, -0.077], [0.155, -0.314, -0.051], [0.035, 0.394, -0.185], [-0.007, 0.014, 0.091], [-0.119, 0.073, 0.023], [0.014, 0.115, -0.027], [0.037, -0.074, 0.107], [0.058, 0.131, -0.135], [0.136, -0.040, -0.102], [-0.033, -0.031, 0.016], [-0.014, 0.020, 0.040], [-0.021, 0.012, 0.023], [-0.113, 0.030, -0.029], [0.089, -0.184, 0.071], [-0.049, -0.005, -0.171], [0.146, -0.192, 0.105], [-0.148, -0.033, -0.081], [-0.147, 0.018, -0.069], [0.024, 0.053, -0.072], [-0.073, 0.037, -0.150], [-0.106, -0.041, 0.010], [-0.073, 0.107, 0.024], [-0.004, 0.012, -0.122], [-0.096, -0.132, 0.025], [0.092, -0.107, -0.009], [0.002, -0.070, 0.098], [0.139, -0.002, 0.075], [-0.043, 0.033, 0.126], [-0.015, 0.028, 0.071], [-0.034, -0.053, 0.079], [-0.005, 0.043, 0.024], [0.028, -0.011, 0.035], [-0.037, -0.039, -0.062], [0.085, 0.020, -0.091], [0.005, 0.027, -0.082], [0.040, -0.033, -0.058], [0.026, 0.075, -0.035], [-0.071, 0.092, 0.003], [0.165, -0.097, 0.016], [-0.042, 0.047, -0.039]],
  "fmax_ev_per_a": 1.1,
  "multiplicity": 1,
  "e_tot_ev": -55050.357,
  "homo_energy_ev": -8.496,
  "molar_mass_g_mol": 519.67,
  "smiles": "CCOC(=O)N1CCC(NC(=O)CN(c2ccc(C(C)C)cc2)S(=O)(=O)c2c(C)nn(C)c2C)CC1",
  "gap_ev": 9.0144
}

=====

{
  "formula": "C19H17N3",
  "method": "wB97M-V/def2-TZVPD",
  "species": ["C", "C", "C", "C", "C", "C", "C", "C", "N", "C", "C", "C", "C", "C", "C", "C", "C", "N", "C", "N", "C", "C", "H", "H", "H", "H", "H", "H", "H", "H", "H", "H", "H", "H", "H", "H", "H", "H", "H"],
  "coordinates": [[-6.0516, 1.2292, -1.8433], [-4.5612, 1.2420, -1.7633], [-3.9215, 1.2834, -3.0221], [-2.5965, 1.0457, -3.0290], [-1.8410, 0.7329, -1.8820], [-0.4316, 0.3585, -1.8643], [0.2589, 0.0487, -0.6908], [1.6269, -0.3037, -0.6432], [2.2293, -0.5273, -1.9115], [2.2554, -0.6014, 0.6507], [3.5710, -0.7951, 0.8498], [4.7842, -0.5497, -0.0626], [4.0107, -1.2438, 2.0649], [3.2112, -1.3066, 3.1753], [1.8853, -0.9182, 3.0733], [1.0464, -0.8577, 4.4374], [1.4159, -0.5626, 1.7750], [0.1046, -0.2288, 1.6275], [-0.4427, 0.2365, 0.4630], [-1.7685, 0.4942, 0.4753], [-2.4701, 0.7096, -0.6596], [-3.8633, 0.9937, -0.5852], [-6.4815, 0.6047, -2.6193], [-6.4118, 1.0394, -0.8282], [-6.3250, 2.2656, -2.1100], [-4.5187, 1.6053, -3.9351], [-2.1756, 1.0247, -4.0052], [0.0203, 0.1899, -2.8549], [1.8769, 0.1259, -2.7018], [3.1670, -0.9937, -1.9526], [4.5301, -0.3528, -1.1604], [5.3996, -1.4624, -0.0945], [5.4620, 0.2015, 0.2704], [5.0717, -1.4344, 2.3206], [3.6072, -1.7014, 4.1075], [0.7336, -1.8430, 4.8496], [0.1097, -0.2710, 4.3323], [1.7096, -0.3896, 5.2347], [-4.2269, 0.9117, 0.5115]],
  "forces_ev_per_a": [[-0.062, 1.832, 1.132], [-0.560, -1.460, 1.322], [-0.006, 0.864, -0.146], [0.044, -0.153, -1.657], [3.537, -0.964, -0.877], [-2.047, 0.069, -1.724], [0.827, 1.275, -2.716], [1.428, -1.274, -0.603], [-0.126, 1.053, 0.255], [-2.627, 1.513, -3.343], [5.326, -0.917, 0.185], [-1.078, -1.277, -2.598], [1.677, 0.095, 0.369], [-2.400, -0.161, 0.685], [0.036, -0.546, 2.407], [0.555, 0.465, -0.593], [-3.490, 0.521, -0.019], [-0.089, 1.025, 0.986], [-1.151, -2.257, 3.474], [-0.578, 0.278, 0.176], [0.784, 0.722, 2.579], [-0.725, -0.207, 0.723], [0.191, -0.400, 0.176], [-0.540, -0.194, -0.426], [-0.352, -0.272, 0.120], [0.998, -0.755, 1.227], [0.955, 0.046, -0.563], [-0.223, 0.288, 0.502], [1.384, -1.931, 1.968], [-1.738, 1.141, -0.172], [0.547, 0.134, 1.702], [-0.271, 0.131, 0.057], [0.080, 0.906, 0.413], [-0.490, 0.145, -0.947], [-0.071, 0.315, -0.004], [0.395, 0.386, -0.654], [0.770, -0.232, -0.104], [-0.844, -0.446, -1.053], [-0.064, 0.242, -2.259]],
  "fmax_ev_per_a": 5.4,
  "multiplicity": 1,
  "e_tot_ev": -24447.395,
  "homo_energy_ev": -7.006,
  "molar_mass_g_mol": 287.37,
  "smiles": "Cc1ccc2cc3c(N)c4c(C)ccc(C)c4nc3nc2c1",
  "gap_ev": 5.8618
}

=====

{
  "formula": "BrLi2",
  "method": "wB97M-V/def2-TZVPD",
  "species": ["Li", "Li", "Br"],
  "coordinates": [[1.2495, -1.0847, 0.5658], [-0.8912, 1.3632, -0.6566], [-0.3583, -0.2785, 0.0908]],
  "forces_ev_per_a": [[4.504, -2.342, 1.364], [-1.435, 4.165, -1.905], [-3.068, -1.823, 0.541]],
  "fmax_ev_per_a": 5.3,
  "multiplicity": 1,
  "e_tot_ev": -70447.337,
  "homo_energy_ev": -15.777,
  "charge": 1,
  "molar_mass_g_mol": 93.79,
  "gap_ev": 11.4272
}

=====

{
  "formula": "C35H32BrCsN16O3S2",
  "method": "wB97M-V/def2-TZVPD",
  "species": ["Cs", "C", "C", "C", "C", "N", "C", "C", "C", "C", "C", "C", "N", "H", "H", "H", "H", "H", "H", "H", "H", "N", "C", "N", "C", "N", "N", "C", "N", "C", "C", "C", "C", "C", "N", "H", "H", "H", "H", "H", "H", "H", "H", "C", "C", "N", "N", "C", "S", "N", "N", "H", "H", "H", "H", "H", "H", "O", "S", "O", "O", "C", "N", "C", "C", "C", "N", "C", "C", "C", "N", "C", "C", "H", "H", "H", "H", "H", "H", "Br", "C", "C", "C", "C", "C", "N", "H", "H", "H", "H"],
  "coordinates": [[-0.9330, -0.2756, 1.6600], [-5.4153, -2.5009, 1.9712], [-5.8457, -3.1769, 0.8435], [-5.0186, -3.2332, -0.2680], [-3.7833, -2.5996, -0.2227], [-3.3637, -1.9618, 0.8708], [-4.1574, -1.9160, 1.9380], [-2.8447, -2.5922, -1.3908], [-3.2776, -2.8921, -2.6776], [-2.3672, -2.8697, -3.7211], [-1.0502, -2.5398, -3.4552], [-0.7102, -2.2407, -2.1443], [-1.5750, -2.2659, -1.1320], [-6.0290, -2.4318, 2.8598], [-6.8123, -3.6636, 0.8267], [-5.3311, -3.7786, -1.1475], [-3.7613, -1.3851, 2.7997], [-4.3159, -3.1224, -2.8721], [-2.6865, -3.0997, -4.7293], [-0.3035, -2.5023, -4.2377], [0.3071, -1.9489, -1.9008], [-1.9841, 3.2506, -0.7707], [-2.8069, 2.8521, 0.2202], [-4.1157, 2.8839, -0.0181], [-4.8677, 2.4239, 0.9809], [-6.1970, 2.3870, 0.7962], [-4.4104, 1.9904, 2.1739], [-3.0962, 2.0376, 2.2929], [-2.2288, 2.4350, 1.3640], [-2.5655, 1.6442, 3.6416], [-2.0888, 2.6298, 4.4914], [-1.7692, 2.2793, 5.7919], [-1.9035, 0.9582, 6.1830], [-2.3364, 0.0360, 5.2441], [-2.6765, 0.3650, 3.9971], [-2.3864, 3.6715, -1.5887], [-1.0008, 3.3349, -0.5861], [-6.5926, 2.7475, -0.0521], [-6.7841, 2.1070, 1.5602], [-1.9881, 3.6468, 4.1369], [-1.4056, 3.0261, 6.4859], [-1.6587, 0.6410, 7.1876], [-2.4316, -1.0150, 5.4993], [4.8058, 3.0541, 1.3066], [4.0005, 2.8013, 2.5255], [4.2063, 3.3039, 3.6958], [3.2071, 2.7641, 4.4695], [2.3735, 1.9390, 3.8174], [1.0788, 1.0681, 4.3925], [2.8893, 1.9748, 2.5497], [2.3362, 1.2504, 1.5103], [5.6282, 3.7173, 1.5598], [4.2056, 3.5231, 0.5248], [5.2115, 2.1247, 0.9042], [3.1509, 2.9853, 5.4470], [2.2771, 1.8026, 0.6647], [2.8801, 0.4137, 1.3374], [7.4582, 0.9238, -7.1322], [6.8661, 1.3430, -5.8842], [7.0935, 0.4481, -4.7665], [6.9835, 2.7585, -5.5725], [5.0628, 1.2292, -6.1511], [4.5453, 1.4059, -7.3691], [3.2233, 1.3743, -7.4590], [2.3900, 1.1768, -6.3675], [3.0251, 1.0294, -5.1461], [4.3449, 1.0546, -5.0414], [2.3153, 0.8369, -3.8500], [0.9870, 1.1819, -3.6416], [0.4424, 1.0361, -2.3745], [1.1251, 0.5738, -1.3259], [2.3942, 0.2093, -1.5501], [3.0295, 0.3226, -2.7695], [2.8066, 1.5102, -8.4528], [1.3143, 1.1295, -6.4800], [0.3859, 1.5945, -4.4423], [-0.5919, 1.3089, -2.1889], [2.9370, -0.1975, -0.7017], [4.0710, 0.0557, -2.9075], [0.1897, -2.6791, 4.6401], [0.9238, -3.6046, 3.1528], [1.4964, -4.8518, 3.3436], [1.9923, -5.4965, 2.2236], [1.8941, -4.8811, 0.9841], [1.3078, -3.6305, 0.9188], [0.8319, -2.9913, 1.9935], [1.5484, -5.2909, 4.3290], [2.4495, -6.4730, 2.3196], [2.2645, -5.3590, 0.0876], [1.2111, -3.1065, -0.0254]],
  "forces_ev_per_a": [[0.974, -0.563, -0.574], [0.005, -0.011, 0.022], [0.009, -0.009, -0.037], [-0.095, -0.070, -0.014], [0.138, 0.052, -0.030], [-0.148, 0.078, 0.106], [-0.004, -0.102, -0.057], [0.047, 0.014, 0.102], [-0.068, -0.019, -0.057], [-0.015, -0.004, -0.016], [0.022, 0.003, -0.007], [-0.081, 0.007, 0.062], [0.152, 0.067, -0.067], [0.023, -0.004, -0.025], [0.001, -0.003, -0.007], [0.000, 0.011, 0.020], [-0.111, 0.028, -0.050], [0.024, 0.003, 0.000], [-0.005, 0.002, 0.003], [-0.020, 0.001, 0.032], [-0.045, -0.024, 0.004], [-0.049, -0.044, 0.060], [0.014, 0.001, -0.014], [0.029, -0.042, -0.015], [-0.028, -0.011, 0.006], [-0.006, -0.011, 0.035], [0.013, -0.038, -0.081], [-0.132, 0.173, -0.009], [-0.138, 0.213, 0.131], [-0.192, 0.199, 0.214], [-0.032, 0.022, -0.002], [0.030, 0.022, 0.017], [-0.009, 0.008, -0.010], [-0.037, 0.031, -0.055], [-0.208, 0.103, 0.275], [0.023, 0.000, -0.006], [-0.005, 0.033, 0.016], [0.023, 0.009, -0.005], [0.001, -0.005, -0.007], [-0.010, -0.009, 0.013], [-0.009, -0.022, -0.013], [0.001, 0.000, -0.027], [0.021, 0.038, -0.006], [-0.026, -0.009, 0.001], [-0.071, -0.102, -0.080], [-0.161, -0.089, 0.100], [0.101, 0.143, 0.201], [0.100, 0.065, -0.083], [0.109, 0.052, 0.129], [0.035, 0.007, -0.187], [-0.067, -0.130, -0.068], [-0.003, -0.003, 0.001], [0.010, -0.004, 0.013], [-0.002, 0.009, 0.004], [0.003, -0.013, 0.014], [-0.044, 0.033, 0.008], [0.045, 0.018, 0.010], [-0.019, 0.023, -0.060], [-0.038, 0.019, -0.054], [-0.007, -0.007, 0.063], [0.023, -0.047, 0.006], [-0.106, 0.091, 0.149], [0.042, -0.048, 0.069], [0.036, -0.014, -0.042], [-0.135, -0.004, -0.024], [0.049, -0.020, 0.080], [0.069, -0.040, -0.095], [0.070, 0.004, -0.067], [-0.046, 0.030, -0.013], [0.041, 0.001, 0.027], [-0.044, -0.093, 0.044], [-0.080, 0.004, -0.018], [0.045, 0.018, -0.040], [-0.001, -0.006, 0.014], [0.048, 0.021, -0.012], [-0.002, -0.019, 0.030], [0.012, 0.001, -0.003], [-0.012, -0.017, -0.040], [-0.053, 0.009, 0.026], [0.001, -0.014, 0.049], [-0.022, 0.056, -0.118], [0.031, -0.048, 0.031], [0.005, -0.034, 0.046], [-0.003, 0.013, -0.037], [0.014, 0.056, 0.082], [-0.013, -0.048, -0.112], [-0.011, -0.001, -0.019], [-0.007, 0.014, 0.001], [-0.001, 0.019, 0.017], [-0.016, -0.023, 0.028]],
  "fmax_ev_per_a": 1.3,
  "multiplicity": 1,
  "e_tot_ev": -159061.122,
  "homo_energy_ev": -6.948,
  "molar_mass_g_mol": 1001.69,
  "gap_ev": 6.4707
}